Here is a structure of composition C4H7OPb at a distorted geometry from the Open Molecules 2025 dataset. Energies are from ωB97M-V with the def2-TZVPD basis set.

Each line ends with the Löwdin charge.
Geometry (Å):
H1 1.94457 -0.03373 -0.39041  0.110
C1 -0.31688 0.10872 -1.11150  -0.265
C2 0.90986 -0.21602 -0.06548  -0.191
C3 0.47474 0.80445 0.89448  -0.415
O1 0.42222 0.68210 2.13449  -0.537
Pb1 0.66526 -0.64630 3.74667  0.744
H2 -0.54088 1.18621 -1.11958  0.092
H3 0.13587 -0.10278 -2.09951  0.097
H4 0.80279 -1.23335 0.33626  0.089
H5 1.25824 1.58139 0.47638  0.148
C4 -1.54575 -0.70560 -0.72755  0.026
H6 -2.39152 -0.01831 -0.53220  0.052
H7 -1.81853 -1.40677 -1.54207  0.050

## Properties
calculated total energy	-424.447356	Eh
max |F|	5.675	eV Å⁻¹
gap between HOMO and LUMO (alpha / beta)	5.4 / 8.2	eV
multiplicity	2